Record 1
A molecular structure, C9H18P2 in a non-equilibrium geometry, computed with ωB97M-V with the def2-TZVPD basis set.

The energy above the lowest of the compared OMol25 structures with the same formula, charge and spin is 0.455 eV. The calculation puts the HOMO-LUMO gap at 0.2618 hartree. The largest force on an atom comes out at 0.0729 hartree/bohr. The HOMO energy is -7.724 eV. As for the charge: 0. As for the spin multiplicity: 1.

Atoms and positions in Å:
C: -1.5181 -1.3501 -0.3519
C: -2.5525 -0.2926 -0.6345
C: -0.8308 -0.3502 2.3914
C: 1.2628 0.8071 1.5077
C: 0.4879 1.0006 -1.8681
C: 2.0152 -0.9911 -1.3400
C: -0.1500 -0.8067 0.0491
C: -0.1872 0.1975 1.1411
C: 0.5071 -0.4777 -1.2749
P: -1.7591 -3.0885 -0.8841
P: -2.3625 -3.0768 1.0566
H: -2.8190 0.3552 0.2718
H: -3.5831 -0.7507 -0.9381
H: -2.0126 0.1799 -1.4093
H: -1.9731 -0.3791 2.3449
H: -0.3991 -1.2929 2.5798
H: -0.6041 0.3170 3.2901
H: 1.1907 1.4431 2.4599
H: 1.7820 1.3281 0.7716
H: 1.7817 -0.0820 1.7137
H: -0.5171 1.2978 -1.7832
H: 0.8454 0.9525 -2.9185
H: 1.1423 1.6309 -1.3213
H: 2.1360 -2.0356 -1.4181
H: 2.4094 -0.6152 -0.3952
H: 2.4801 -0.5107 -2.2992
H: 0.4678 -1.7556 0.4064
H: -0.7993 1.0278 0.8017
H: -0.0729 -0.9988 -2.0195

***

Record 2
A molecular structure, C9H19BF3N3O9PSi2 in a non-equilibrium geometry, computed with ωB97M-V with the def2-TZVPD basis set.

The calculation puts the HOMO-LUMO gap at 0.2875 hartree. The largest force on an atom comes out at 0.2153 hartree/bohr. The HOMO energy is -6.975 eV. As for the charge: -1. As for the spin multiplicity: 1.

Atoms and positions in Å:
C: -4.0331 -0.2004 1.0352
C: -3.3265 0.1087 -0.4483
C: -2.0371 -0.9117 -0.5741
O: -0.9888 -0.4615 -1.5026
Si: 0.1677 0.6249 -0.6686
F: -0.6257 1.1403 0.8505
C: 0.4072 2.1253 -1.9115
C: -0.7096 3.3205 -1.6914
C: -0.5512 4.1411 -0.2759
O: -0.4353 4.3235 -2.7733
O: 1.7107 -0.1776 -0.4182
Si: 2.8225 0.7865 0.5413
N: 3.6297 2.1297 -0.4139
N: 2.1225 1.4737 2.0549
C: 2.3469 2.8537 2.0344
O: 2.1208 4.1942 2.0668
P: 4.5247 -0.5057 1.2138
N: 5.7053 0.7112 1.8645
O: 3.8974 -1.5228 2.4802
H: -3.5659 -1.2316 1.3967
H: -5.1911 -0.3812 0.9577
H: -3.7322 0.5922 1.8494
H: -2.9672 1.2388 -0.3794
H: -4.1383 -0.0271 -1.2801
H: -2.4739 -1.9226 -1.0352
H: -1.5787 -1.2256 0.4718
H: 1.5019 2.5392 -1.9218
H: 0.2335 1.6427 -2.9893
H: -1.7801 2.8786 -1.8823
H: -1.6523 4.3439 0.1150
H: 0.0730 3.5884 0.5474
H: 0.0277 5.1464 -0.5130
H: 0.5808 4.3531 -2.7844
H: 3.9223 1.7387 -1.3568
H: 4.5504 2.3682 0.0450
H: 6.0907 0.3898 2.7919
H: 5.1175 1.5576 2.1251
H: 3.5156 -0.8961 3.1886
B: -0.5409 -5.7775 -0.1049
O: -1.5505 -6.8404 -0.1558
C: -2.7277 -6.2562 -0.4169
O: -3.7823 -6.8604 -0.5265
C: -2.5481 -4.8355 -0.5440
O: -3.4229 -4.0182 -0.7806
O: -1.2575 -4.5238 -0.3630
F: 0.4691 -5.9968 -1.1285
F: 0.0793 -5.7382 1.2103

***

Record 3
A molecular structure, C9H19BeF8N4O13S6 in a non-equilibrium geometry, computed with ωB97M-V with the def2-TZVPD basis set.

The energy above the lowest of the compared OMol25 structures with the same formula, charge and spin is 15.406 eV. The calculation puts the HOMO-LUMO gap at 0.1997 hartree. The largest force on an atom comes out at 0.2681 hartree/bohr. The HOMO energy is 0.690 eV. As for the charge: -3. As for the spin multiplicity: 1.

Atoms and positions in Å:
Be: -20.1239 -9.8512 3.4580
F: -20.9063 -8.1954 2.8968
F: -20.4166 -8.7168 5.0356
N: -23.4747 -8.6810 2.4491
S: -23.0282 -9.5404 3.9089
O: -21.7639 -10.2807 3.8276
O: -24.0895 -10.0161 4.8469
F: -22.5133 -8.2216 4.6430
S: -24.8686 -9.3584 2.3006
O: -25.9900 -8.7345 3.0084
O: -24.9282 -10.8330 2.1769
F: -25.1457 -8.8028 0.8237
N: -20.4902 -10.2855 1.8850
S: -19.4132 -10.4972 0.5944
O: -19.6317 -9.6518 -0.5664
O: -18.8812 -11.8387 0.3306
F: -18.2035 -9.6969 1.3884
S: -21.7529 -10.1954 1.0378
O: -21.9737 -11.0578 -0.1587
O: -22.4026 -8.8986 1.0609
F: -22.6201 -11.0389 2.0999
N: -19.1496 -6.6028 3.6288
S: -17.9825 -7.8771 3.4722
O: -16.7503 -7.7536 2.6319
O: -18.6399 -9.1482 3.2933
F: -17.2879 -7.7611 4.9150
S: -18.5587 -5.7443 2.4711
O: -18.7009 -6.1666 1.1383
O: -17.4781 -4.9324 2.9627
F: -19.7456 -4.6285 2.5377
C: -19.6283 -14.0180 3.9191
C: -20.2187 -12.7115 4.5579
C: -20.6293 -12.7811 6.0200
C: -19.3932 -12.6538 6.9092
C: -18.4992 -11.3753 6.6467
C: -18.1571 -11.2360 5.1289
N: -19.2839 -11.5058 4.2583
O: -19.0596 -11.3030 2.9040
C: -17.5319 -9.7750 5.0181
C: -16.9988 -12.2557 4.7977
C: -21.6463 -12.3163 3.8655
H: -19.3357 -13.8423 2.8839
H: -20.3660 -14.8184 3.9758
H: -18.8288 -14.3571 4.5777
H: -21.3498 -11.9692 6.1192
H: -21.2213 -13.6750 6.2163
H: -18.8799 -13.5682 6.6119
H: -19.4497 -12.6348 7.9976
H: -17.5727 -11.5412 7.1965
H: -18.9572 -10.4588 7.0185
H: -18.2975 -9.0202 5.1977
H: -16.7339 -9.6872 5.7554
H: -17.1946 -9.5492 4.0065
H: -16.0435 -11.7538 4.6440
H: -16.8809 -13.0020 5.5833
H: -17.1974 -12.7274 3.8353
H: -21.8307 -11.2445 3.9381
H: -22.4235 -13.0398 4.1116
H: -21.6105 -12.5009 2.7918
H: -18.5336 -12.0322 2.5675

***

Record 4
3 unconnected molecules or ions with the total composition C9H19Br6NO2PS in a non-equilibrium geometry, computed with ωB97M-V with the def2-TZVPD basis set.

The calculation puts the HOMO-LUMO gap at 0.1999 hartree. The largest force on an atom comes out at 0.0979 hartree/bohr. The HOMO energy is -3.738 eV. As for the charge: -1. As for the spin multiplicity: 1.

Atoms and positions in Å:
S: -0.0696 3.0210 2.6513
C: -0.8299 2.5546 1.2071
N: -1.2014 2.3462 -0.0220
C: -0.2757 3.1645 -0.9032
C: 0.9801 2.3954 -1.5768
O: 1.7126 3.4966 -2.2002
P: 0.5643 4.7727 -2.6316
O: -0.8403 3.8983 -1.9883
H: 0.2636 3.8120 -0.1132
H: 1.6936 1.9778 -0.7818
H: 0.5461 1.6075 -2.2873
H: 1.7752 5.5265 -2.9696
H: 0.6584 5.4988 -1.3854
H: -0.3312 5.8451 -3.0415
H: 0.4425 4.2992 -3.9881
Br: -1.8953 1.1264 2.4183
C: -3.3678 0.3458 3.4519
C: -2.9915 -1.0136 3.9844
Br: -3.0712 -2.3668 2.5839
H: -4.2441 0.3276 2.8029
H: -3.5428 1.0458 4.2702
H: -3.7062 -1.3437 4.7401
H: -1.9856 -1.0482 4.4029
Br: -2.8483 -5.4791 0.0792
C: -1.2075 -5.9403 1.0237
C: -0.1538 -4.8755 0.8426
Br: 0.6699 -4.9879 -0.9205
H: -0.8969 -6.9200 0.6622
H: -1.4963 -6.0197 2.0727
H: 0.6651 -5.0215 1.5483
H: -0.5422 -3.8628 0.9482
Br: 3.9931 0.9202 -2.6250
C: 3.7542 -0.9984 -2.3866
C: 2.5576 -1.2969 -1.5170
Br: 2.9509 -0.9767 0.3652
H: 4.6880 -1.3887 -1.9831
H: 3.6050 -1.3936 -3.3926
H: 2.2935 -2.3541 -1.5753
H: 1.6840 -0.6943 -1.7657

***

Record 5
2 unconnected molecules or ions with the total composition C9H19ClN4O in a non-equilibrium geometry, computed with ωB97M-V with the def2-TZVPD basis set.

The energy above the lowest of the compared OMol25 structures with the same formula, charge and spin is 0.750 eV. The calculation puts the HOMO-LUMO gap at 0.3479 hartree. The largest force on an atom comes out at 0.0901 hartree/bohr. The HOMO energy is -15.291 eV. As for the charge: +2. As for the spin multiplicity: 1.

Atoms and positions in Å:
C: -1.3618 1.7027 3.0130
C: 1.1278 -1.2544 5.6915
C: 1.4255 0.1431 6.0831
C: 0.4513 -0.0167 -7.2790
C: 1.0495 -1.4592 -7.3709
C: 0.5146 -1.0853 4.2933
C: 0.6605 1.1274 5.1338
C: -0.9135 -0.2004 -6.6412
C: -0.0859 -2.2711 -7.0251
N: 0.3645 0.3241 3.8775
N: -2.5455 1.8440 2.3724
N: -0.9161 0.5514 3.4005
N: -1.1076 -1.6186 -6.6933
O: -0.5395 2.7956 3.1374
Cl: -1.0040 4.3744 2.6293
H: 2.1087 -1.8424 5.6570
H: 0.3723 -1.7299 6.3469
H: 1.2863 0.5268 7.1614
H: 2.4609 0.4050 6.1217
H: 1.0492 0.7349 -6.7382
H: 0.3106 0.4212 -8.2942
H: 1.7839 -1.7232 -8.1363
H: 1.7716 -1.6898 -6.3887
H: 1.1117 -1.7474 3.5840
H: -0.4437 -1.6381 4.1595
H: -0.3245 1.3041 5.5141
H: 1.3046 2.0788 4.8535
H: -1.1251 0.1023 -5.6657
H: -1.5994 0.3056 -7.2857
H: -0.3047 -3.2983 -7.3072
H: 1.1837 0.6322 3.1806
H: -3.2604 1.1969 2.7696
H: -2.6955 2.8535 2.1920
H: -2.1096 -1.8494 -6.3466

***

Record 6
A molecular structure, C9H19CrN4O2Se in a non-equilibrium geometry, computed with ωB97M-V with the def2-TZVPD basis set.

The calculation puts the HOMO-LUMO gap (alpha / beta) at 0.3187 / 0.3391 hartree. The largest force on an atom comes out at 0.0457 hartree/bohr. The HOMO energy (alpha / beta) is -10.953 / -11.704 eV. As for the charge: +1. As for the spin multiplicity: 5.

Atoms and positions in Å:
Cr: 8.0523 7.1263 6.6031
N: 8.4758 5.0517 5.9390
C: 9.6000 4.5466 6.7714
C: 9.2131 4.6825 8.2187
N: 8.5174 5.9860 8.4618
H: 7.6342 4.5419 6.2639
H: 8.5859 4.8254 4.9467
H: 10.5272 5.0986 6.5585
H: 9.7370 3.4836 6.5166
H: 10.1465 4.5956 8.8172
H: 8.5385 3.8199 8.4766
H: 8.9347 6.4718 9.2629
H: 7.5800 5.7396 8.7706
C: 4.2162 6.8358 5.4531
C: 5.6894 6.8963 5.9124
O: 6.5353 7.5955 5.2529
O: 6.0378 6.2252 6.9636
H: 3.9802 7.8257 5.0678
H: 3.6125 6.6750 6.3416
H: 4.0471 6.0525 4.6624
C: 8.1068 10.6691 8.8134
N: 7.9125 10.8397 7.3593
C: 6.9679 11.6070 6.6864
C: 7.0429 11.3489 5.3810
N: 8.0540 10.4134 5.1918
C: 8.4234 9.7590 3.9089
C: 8.5292 10.0705 6.4143
Se: 9.8859 8.8523 6.7184
H: 7.9058 11.6103 9.3339
H: 9.1632 10.4221 8.9681
H: 7.5158 9.8327 9.2107
H: 6.3205 12.2767 7.2304
H: 6.4820 11.7210 4.5442
H: 8.2594 10.5176 3.1116
H: 7.9211 8.8227 3.7308
H: 9.4967 9.5349 3.9254